Computed, not measured: a cluster of 9 separate species, C20H38Cl16O3 in total in a non-equilibrium geometry, with the ωB97M-V functional and the def2-TZVPD basis.

Calculated values
Total charge: 0
Structure (SMILES): C[C@H]1COC(=O)O1.ClCCCl.ClCCCl.ClCCCl.ClCCCl.ClCCCl.ClCCCl.ClCCCl.ClCCCl
Relative energy (zero: lowest compared OMol25 entry of this formula, charge and spin), eV: 0.454
Gap between HOMO and LUMO, eV: 10.563
Calculated total energy, Ha: -8373.6919

Cartesian coordinates (Å):
Cl  6.31  3.16  -1.32
C  5.82  1.81  -0.20
C  4.59  2.28  0.55
Cl  4.16  1.07  1.82
H  6.66  1.78  0.49
H  5.77  0.84  -0.73
H  3.71  2.27  -0.10
H  4.74  3.23  1.01
Cl  2.67  -1.29  -4.56
C  2.44  0.14  -3.48
C  3.72  0.96  -3.35
Cl  4.28  1.58  -4.96
H  2.24  -0.28  -2.50
H  1.63  0.69  -3.93
H  4.52  0.35  -2.92
H  3.51  1.87  -2.79
Cl  -0.15  2.80  3.28
C  0.54  4.02  2.11
C  0.89  5.36  2.74
Cl  -0.61  6.17  3.26
H  -0.16  4.04  1.31
H  1.41  3.50  1.74
H  1.40  5.99  2.02
H  1.59  5.30  3.58
Cl  1.34  -6.32  -2.76
C  0.16  -4.98  -2.70
C  0.90  -3.70  -2.66
Cl  -0.19  -2.33  -2.48
H  -0.37  -5.17  -1.77
H  -0.45  -5.11  -3.58
H  1.49  -3.47  -3.58
H  1.62  -3.71  -1.84
Cl  -4.08  4.64  4.61
C  -2.96  3.28  5.12
C  -3.39  2.69  6.43
Cl  -4.79  1.68  6.14
H  -1.94  3.72  5.22
H  -2.95  2.57  4.30
H  -3.68  3.39  7.22
H  -2.64  2.03  6.84
Cl  -0.65  1.47  -5.49
C  -1.98  0.61  -4.73
C  -3.02  1.56  -4.27
Cl  -4.29  0.69  -3.39
H  -1.50  0.13  -3.89
H  -2.34  -0.13  -5.48
H  -3.56  2.14  -5.01
H  -2.57  2.22  -3.54
Cl  2.66  -5.09  0.91
C  3.12  -3.55  1.69
C  2.66  -2.27  0.96
Cl  3.53  -2.08  -0.59
H  4.20  -3.51  1.63
H  2.62  -3.50  2.67
H  2.96  -1.45  1.60
H  1.60  -2.39  0.74
Cl  -3.98  -2.11  -0.97
C  -3.98  -3.78  -0.22
C  -5.20  -3.96  0.66
Cl  -5.19  -2.85  2.02
H  -3.08  -3.86  0.33
H  -4.04  -4.44  -1.06
H  -5.25  -4.92  1.10
H  -6.08  -3.74  0.04
C  -1.60  -1.18  1.81
C  -1.33  -0.74  0.38
C  -2.07  0.54  -0.02
O  -1.07  1.17  -0.91
C  0.14  0.77  -0.45
O  1.17  1.40  -0.78
O  0.08  -0.31  0.29
H  -1.25  -0.37  2.45
H  -1.11  -2.08  2.17
H  -2.68  -1.27  1.89
H  -1.40  -1.59  -0.32
H  -2.30  1.18  0.81
H  -3.00  0.42  -0.60

Computed Löwdin charges, given in elementary charges: atom 1 (Cl): 0.53, atom 2 (C): -0.62, atom 3 (C): -0.64, atom 4 (Cl): 0.55, atom 5 (H): 0.06, atom 6 (H): 0.07, atom 7 (H): 0.05, atom 8 (H): 0.05, atom 9 (Cl): 0.55, atom 10 (C): -0.64, atom 11 (C): -0.63, atom 12 (Cl): 0.51, atom 13 (H): 0.01, atom 14 (H): 0.02, atom 15 (H): 0.06, atom 16 (H): 0.06, atom 17 (Cl): 0.55, atom 18 (C): -0.60, atom 19 (C): -0.64, atom 20 (Cl): 0.55, atom 21 (H): 0.06, atom 22 (H): 0.05, atom 23 (H): 0.07, atom 24 (H): 0.08, atom 25 (Cl): 0.55, atom 26 (C): -0.65, atom 27 (C): -0.70, atom 28 (Cl): 0.65, atom 29 (H): 0.06, atom 30 (H): 0.07, atom 31 (H): 0.03, atom 32 (H): 0.02, atom 33 (Cl): 0.49, atom 34 (C): -0.67, atom 35 (C): -0.69, atom 36 (Cl): 0.56, atom 37 (H): 0.03, atom 38 (H): 0.03, atom 39 (H): 0.07, atom 40 (H): 0.06, atom 41 (Cl): 0.60, atom 42 (C): -0.69, atom 43 (C): -0.67, atom 44 (Cl): 0.57, atom 45 (H): 0.03, atom 46 (H): 0.09, atom 47 (H): 0.07, atom 48 (H): 0.07, atom 49 (Cl): 0.53, atom 50 (C): -0.64, atom 51 (C): -0.63, atom 52 (Cl): 0.59, atom 53 (H): 0.06, atom 54 (H): 0.08, atom 55 (H): 0.03, atom 56 (H): 0.05, atom 57 (Cl): 0.57, atom 58 (C): -0.56, atom 59 (C): -0.66, atom 60 (Cl): 0.58, atom 61 (H): 0.05, atom 62 (H): 0.06, atom 63 (H): 0.06, atom 64 (H): 0.07, atom 65 (C): -0.02, atom 66 (C): -0.32, atom 67 (C): -0.06, atom 68 (O): 0.04, atom 69 (C): -0.57, atom 70 (O): 0.07, atom 71 (O): 0.05, atom 72 (H): 0.08, atom 73 (H): 0.09, atom 74 (H): 0.05, atom 75 (H): 0.05, atom 76 (H): 0.12, atom 77 (H): 0.08


Computed, not measured: a cluster of 10 separate species, C26H50Cl14O6S2 in total in a non-equilibrium geometry, with the ωB97M-V functional and the def2-TZVPD basis.

Calculated values
Total charge: 0
Structure (SMILES): O=S1(=O)CCCC1.O=S1(=O)CCCC1.O=C1CCCO1.ClCCCl.ClCCCl.ClCCCl.ClCCCl.ClCCCl.ClCCCl.ClCCCl
Gap between HOMO and LUMO, eV: 10.060
Calculated total energy, Ha: -8711.0700

Cartesian coordinates (Å):
C  5.84  2.99  5.06
C  4.91  4.00  4.34
C  4.63  5.19  5.32
S  6.23  5.38  6.23
O  5.94  5.35  7.64
O  6.94  6.49  5.60
C  6.97  3.77  5.69
H  6.22  2.12  4.52
H  5.20  2.44  5.76
H  3.93  3.58  4.15
H  5.38  4.18  3.37
H  3.81  4.96  6.00
H  4.40  6.16  4.88
H  7.45  3.28  6.54
H  7.75  4.03  4.97
C  -7.80  0.77  -1.94
C  -7.35  1.16  -0.50
C  -8.56  1.14  0.46
S  -10.04  0.62  -0.51
O  -10.82  1.83  -0.94
O  -10.74  -0.45  0.24
C  -9.07  -0.13  -1.86
H  -6.99  0.30  -2.50
H  -8.20  1.63  -2.48
H  -6.87  2.13  -0.57
H  -6.75  0.35  -0.09
H  -8.85  2.10  0.89
H  -8.52  0.44  1.29
H  -9.72  -0.26  -2.73
H  -8.61  -1.07  -1.53
O  0.14  4.43  -5.49
C  0.06  5.58  -5.08
O  -1.15  6.27  -5.04
C  -1.02  7.51  -4.40
C  0.47  7.90  -4.72
C  1.16  6.47  -4.61
H  -1.28  7.46  -3.34
H  -1.73  8.14  -4.92
H  0.92  8.61  -4.02
H  0.59  8.20  -5.76
H  1.37  6.28  -3.56
H  2.14  6.48  -5.07
Cl  -0.98  -1.64  -1.22
C  0.44  -0.68  -1.89
C  1.41  -0.32  -0.72
Cl  2.70  0.81  -1.20
H  0.04  0.22  -2.35
H  1.01  -1.32  -2.57
H  2.01  -1.13  -0.31
H  0.78  0.03  0.09
Cl  -4.72  5.49  3.51
C  -3.36  4.31  3.69
C  -2.13  4.96  2.93
Cl  -1.70  4.02  1.48
H  -3.67  3.29  3.43
H  -3.23  4.40  4.77
H  -1.20  4.90  3.51
H  -2.33  5.96  2.55
Cl  -2.07  -5.25  -11.04
C  -2.03  -6.15  -9.52
C  -2.63  -5.39  -8.35
Cl  -1.60  -3.98  -7.79
H  -0.99  -6.48  -9.48
H  -2.63  -7.06  -9.58
H  -2.89  -5.98  -7.47
H  -3.62  -5.03  -8.65
Cl  9.53  -1.62  -0.05
C  9.10  -0.52  -1.45
C  9.41  0.94  -1.09
Cl  11.16  1.07  -0.65
H  8.03  -0.70  -1.54
H  9.63  -0.88  -2.33
H  8.82  1.28  -0.24
H  9.21  1.66  -1.88
Cl  2.05  -9.38  -3.18
C  1.36  -8.05  -2.17
C  -0.18  -8.00  -2.28
Cl  -0.90  -9.45  -1.56
H  1.74  -7.08  -2.48
H  1.72  -8.23  -1.15
H  -0.61  -7.86  -3.27
H  -0.45  -7.12  -1.69
Cl  2.51  -5.10  3.81
C  3.02  -3.93  5.07
C  4.33  -4.36  5.69
Cl  5.54  -4.54  4.49
H  2.27  -3.91  5.86
H  3.08  -2.90  4.71
H  4.09  -5.30  6.19
H  4.63  -3.54  6.35
Cl  -5.27  -6.21  1.91
C  -4.47  -5.41  3.34
C  -3.83  -6.50  4.19
Cl  -5.11  -7.63  4.76
H  -5.20  -4.78  3.85
H  -3.80  -4.67  2.92
H  -3.36  -6.05  5.07
H  -3.04  -7.05  3.69

Computed Löwdin charges, given in elementary charges: atom 1 (C): -0.24, atom 2 (C): -0.21, atom 3 (C): -0.20, atom 4 (S): 0.70, atom 5 (O): -0.34, atom 6 (O): -0.35, atom 7 (C): -0.21, atom 8 (H): 0.11, atom 9 (H): 0.11, atom 10 (H): 0.10, atom 11 (H): 0.11, atom 12 (H): 0.10, atom 13 (H): 0.10, atom 14 (H): 0.10, atom 15 (H): 0.10, atom 16 (C): -0.22, atom 17 (C): -0.19, atom 18 (C): -0.22, atom 19 (S): 0.74, atom 20 (O): -0.36, atom 21 (O): -0.37, atom 22 (C): -0.22, atom 23 (H): 0.11, atom 24 (H): 0.11, atom 25 (H): 0.11, atom 26 (H): 0.11, atom 27 (H): 0.10, atom 28 (H): 0.09, atom 29 (H): 0.11, atom 30 (H): 0.10, atom 31 (O): 0.10, atom 32 (C): -0.44, atom 33 (O): -0.01, atom 34 (C): -0.17, atom 35 (C): -0.12, atom 36 (C): -0.08, atom 37 (H): 0.12, atom 38 (H): 0.12, atom 39 (H): 0.11, atom 40 (H): 0.11, atom 41 (H): 0.12, atom 42 (H): 0.12, atom 43 (Cl): 0.48, atom 44 (C): -0.58, atom 45 (C): -0.68, atom 46 (Cl): 0.54, atom 47 (H): 0.07, atom 48 (H): 0.07, atom 49 (H): 0.06, atom 50 (H): 0.06, atom 51 (Cl): 0.51, atom 52 (C): -0.59, atom 53 (C): -0.64, atom 54 (Cl): 0.51, atom 55 (H): 0.06, atom 56 (H): 0.05, atom 57 (H): 0.05, atom 58 (H): 0.04, atom 59 (Cl): 0.55, atom 60 (C): -0.68, atom 61 (C): -0.62, atom 62 (Cl): 0.48, atom 63 (H): 0.06, atom 64 (H): 0.07, atom 65 (H): 0.07, atom 66 (H): 0.07, atom 67 (Cl): 0.48, atom 68 (C): -0.61, atom 69 (C): -0.63, atom 70 (Cl): 0.50, atom 71 (H): 0.06, atom 72 (H): 0.07, atom 73 (H): 0.06, atom 74 (H): 0.07, atom 75 (Cl): 0.49, atom 76 (C): -0.63, atom 77 (C): -0.68, atom 78 (Cl): 0.54, atom 79 (H): 0.07, atom 80 (H): 0.06, atom 81 (H): 0.07, atom 82 (H): 0.07, atom 83 (Cl): 0.52, atom 84 (C): -0.67, atom 85 (C): -0.73, atom 86 (Cl): 0.59, atom 87 (H): 0.07, atom 88 (H): 0.07, atom 89 (H): 0.08, atom 90 (H): 0.08, atom 91 (Cl): 0.49, atom 92 (C): -0.62, atom 93 (C): -0.66, atom 94 (Cl): 0.52, atom 95 (H): 0.07, atom 96 (H): 0.06, atom 97 (H): 0.07, atom 98 (H): 0.07


Computed, not measured: a cluster of 9 separate species, C32H54O23S2 in total in a non-equilibrium geometry, with the ωB97M-V functional and the def2-TZVPD basis.

Calculated values
Total charge: 0
Relative energy (zero: lowest compared OMol25 entry of this formula, charge and spin), eV: 0.000
Gap between HOMO and LUMO, eV: 8.863
Calculated total energy, Ha: -3778.6704

Cartesian coordinates (Å):
C  -16.93  -22.02  9.09
C  -16.53  -23.41  9.55
C  -15.31  -23.29  10.49
O  -15.69  -24.05  11.63
C  -17.02  -24.25  11.62
O  -17.61  -24.81  12.50
O  -17.55  -23.88  10.45
H  -17.93  -22.00  8.66
H  -16.25  -21.73  8.28
H  -16.92  -21.27  9.87
H  -16.35  -24.10  8.73
H  -15.10  -22.23  10.62
H  -14.47  -23.81  10.04
C  -8.02  -22.87  12.66
C  -6.84  -23.15  13.57
C  -5.85  -22.01  13.85
O  -5.80  -21.90  15.26
C  -6.59  -22.84  15.82
O  -6.65  -23.12  16.98
O  -7.24  -23.54  14.89
H  -8.72  -22.17  13.11
H  -8.48  -23.84  12.48
H  -7.78  -22.47  11.67
H  -6.37  -24.05  13.17
H  -6.22  -21.09  13.39
H  -4.87  -22.19  13.42
C  -12.68  -21.22  14.49
C  -12.99  -20.00  13.64
C  -11.96  -19.71  12.53
O  -12.77  -19.57  11.36
C  -14.01  -20.01  11.62
O  -14.88  -20.11  10.79
O  -14.19  -20.25  12.90
H  -13.40  -21.44  15.28
H  -11.67  -21.16  14.88
H  -12.69  -22.09  13.82
H  -13.06  -19.07  14.21
H  -11.27  -20.55  12.41
H  -11.35  -18.83  12.70
C  -11.32  -28.54  8.90
C  -10.26  -29.46  9.45
C  -9.60  -29.10  10.77
O  -9.56  -30.32  11.50
C  -10.35  -31.23  10.89
O  -10.57  -32.31  11.31
O  -10.94  -30.70  9.79
H  -10.90  -27.53  8.81
H  -12.15  -28.54  9.61
H  -11.71  -28.89  7.95
H  -9.50  -29.79  8.72
H  -10.22  -28.36  11.28
H  -8.63  -28.67  10.55
C  -15.49  -24.00  14.70
C  -15.43  -24.24  16.18
C  -14.15  -24.81  16.80
O  -13.95  -23.98  17.94
C  -14.64  -22.84  17.79
O  -14.46  -21.87  18.46
O  -15.57  -22.96  16.84
H  -16.40  -23.43  14.52
H  -15.51  -24.92  14.12
H  -14.64  -23.45  14.28
H  -16.27  -24.88  16.47
H  -13.29  -24.78  16.13
H  -14.33  -25.85  17.07
C  -5.26  -28.34  14.12
C  -6.76  -28.08  14.16
C  -7.15  -26.82  14.89
O  -7.91  -26.10  13.90
C  -7.96  -26.77  12.75
O  -8.56  -26.40  11.80
O  -7.21  -27.91  12.82
H  -5.04  -29.34  13.75
H  -4.79  -28.29  15.11
H  -4.70  -27.61  13.53
H  -7.25  -28.96  14.60
H  -6.30  -26.27  15.30
H  -7.87  -26.98  15.69
C  -10.25  -24.44  17.01
C  -10.65  -23.10  17.55
C  -9.64  -22.55  18.57
O  -9.45  -21.19  18.11
C  -10.12  -20.95  17.01
O  -10.23  -19.89  16.46
O  -10.72  -22.09  16.55
H  -10.26  -25.22  17.77
H  -9.28  -24.46  16.52
H  -11.04  -24.72  16.30
H  -11.65  -23.16  18.00
H  -8.69  -23.09  18.57
H  -9.97  -22.42  19.60
C  -11.54  -24.33  13.51
S  -12.27  -23.78  11.93
O  -11.85  -22.35  11.85
C  -11.15  -24.75  10.84
H  -11.66  -25.40  13.65
H  -12.05  -23.77  14.30
H  -10.50  -23.99  13.50
H  -11.00  -25.77  11.20
H  -10.17  -24.27  10.86
H  -11.60  -24.80  9.85
C  -12.48  -22.95  7.34
S  -11.50  -21.42  7.02
O  -11.43  -21.31  5.53
C  -12.77  -20.27  7.54
H  -13.18  -22.99  6.51
H  -13.08  -22.81  8.25
H  -11.88  -23.84  7.49
H  -13.76  -20.51  7.15
H  -12.53  -19.32  7.05
H  -12.80  -20.15  8.62

Löwdin population analysis, charges in e, atoms 1 to 99: atom 1 (C): -0.02, atom 2 (C): -0.28, atom 3 (C): -0.12, atom 4 (O): 0.04, atom 5 (C): -0.57, atom 6 (O): 0.15, atom 7 (O): 0.10, atom 8 (H): 0.09, atom 9 (H): 0.09, atom 10 (H): 0.08, atom 11 (H): 0.15, atom 12 (H): 0.10, atom 13 (H): 0.10, atom 14 (C): -0.01, atom 15 (C): -0.30, atom 16 (C): -0.08, atom 17 (O): 0.09, atom 18 (C): -0.56, atom 19 (O): 0.15, atom 20 (O): 0.06, atom 21 (H): 0.10, atom 22 (H): 0.05, atom 23 (H): 0.10, atom 24 (H): 0.14, atom 25 (H): 0.14, atom 26 (H): 0.14, atom 27 (C): -0.01, atom 28 (C): -0.25, atom 29 (C): -0.09, atom 30 (O): 0.07, atom 31 (C): -0.59, atom 32 (O): 0.11, atom 33 (O): 0.11, atom 34 (H): 0.09, atom 35 (H): 0.07, atom 36 (H): 0.02, atom 37 (H): 0.16, atom 38 (H): 0.09, atom 39 (H): 0.13, atom 40 (C): -0.02, atom 41 (C): -0.30, atom 42 (C): -0.11, atom 43 (O): 0.08, atom 44 (C): -0.57, atom 45 (O): 0.17, atom 46 (O): 0.07, atom 47 (H): 0.08, atom 48 (H): 0.09, atom 49 (H): 0.09, atom 50 (H): 0.16, atom 51 (H): 0.12, atom 52 (H): 0.13, atom 53 (C): -0.02, atom 54 (C): -0.28, atom 55 (C): -0.08, atom 56 (O): 0.05, atom 57 (C): -0.59, atom 58 (O): 0.16, atom 59 (O): 0.10, atom 60 (H): 0.10, atom 61 (H): 0.09, atom 62 (H): 0.07, atom 63 (H): 0.16, atom 64 (H): 0.11, atom 65 (H): 0.14, atom 66 (C): -0.02, atom 67 (C): -0.31, atom 68 (C): -0.06, atom 69 (O): 0.05, atom 70 (C): -0.56, atom 71 (O): 0.15, atom 72 (O): 0.09, atom 73 (H): 0.09, atom 74 (H): 0.09, atom 75 (H): 0.09, atom 76 (H): 0.16, atom 77 (H): 0.14, atom 78 (H): 0.14, atom 79 (C): -0.01, atom 80 (C): -0.30, atom 81 (C): -0.04, atom 82 (O): 0.09, atom 83 (C): -0.58, atom 84 (O): 0.15, atom 85 (O): 0.04, atom 86 (H): 0.10, atom 87 (H): 0.08, atom 88 (H): 0.06, atom 89 (H): 0.14, atom 90 (H): 0.12, atom 91 (H): 0.14, atom 92 (C): -0.23, atom 93 (S): 0.88, atom 94 (O): -0.53, atom 95 (C): -0.22, atom 96 (H): 0.07, atom 97 (H): 0.01, atom 98 (H): 0.05, atom 99 (H): 0.03